Record 1
A structure of composition C17H26N4O4PPbTe. Source: OMol25; level of theory: ωB97M-V with the def2-TZVPD basis set.

Atoms and positions in Å:
Pb1 0.77754 -0.33139 0.93160
N1 1.02439 -2.70526 -1.85243
C1 0.02897 -3.11408 -0.95923
C2 -0.66605 -4.27834 -1.28206
C3 -1.58313 -4.77487 -0.38818
C4 -1.81449 -4.09508 0.80271
C5 -1.12556 -2.93490 1.01062
N2 -0.19837 -2.45945 0.17218
C6 1.77223 -1.56215 -2.07101
C7 2.60055 -1.59186 -3.20488
C8 3.34910 -0.49450 -3.52944
C9 3.27353 0.64744 -2.72846
C10 2.46687 0.59926 -1.62933
N3 1.73114 -0.48663 -1.27834
H1 1.15771 -3.38131 -2.58445
H2 -0.47684 -4.78434 -2.22121
H3 -2.12356 -5.68343 -0.62318
H4 -2.54325 -4.42654 1.52910
H5 -1.26800 -2.37234 1.92961
H6 2.63646 -2.48828 -3.81291
H7 3.99357 -0.51817 -4.39911
H8 3.83869 1.54134 -2.95115
H9 2.38809 1.44056 -0.95441
C11 0.29212 5.45279 0.50572
N4 1.05138 4.34702 1.07956
C12 1.89139 4.61501 2.24399
C13 0.95167 3.12344 0.58252
O1 1.54615 2.13248 1.03861
H10 0.95566 6.15866 0.00470
H11 -0.24455 5.97791 1.29584
H12 -0.43174 5.07170 -0.21294
H13 2.27971 5.62785 2.16757
H14 2.71445 3.90905 2.27262
H15 1.31553 4.52202 3.16554
H16 0.27927 3.03491 -0.27912
C14 -3.04435 1.25324 -3.83410
C15 -3.31203 2.01409 -2.56179
O2 -2.21368 1.81234 -1.62645
P1 -2.36054 0.89335 -0.32167
O3 -0.88263 0.84541 0.11683
Te1 -3.58694 -1.06774 -0.59973
O4 -3.18194 1.77850 0.72150
C16 -2.72799 3.04291 1.23778
C17 -3.39081 4.18427 0.49738
H17 -3.84100 1.45517 -4.55444
H18 -3.01797 0.18149 -3.63707
H19 -2.09303 1.56226 -4.27337
H20 -4.25354 1.70574 -2.10726
H21 -3.35406 3.08674 -2.74412
H22 -1.64309 3.09836 1.16992
H23 -2.99933 3.04922 2.29060
H24 -3.05738 4.22222 -0.54143
H25 -3.15208 5.13703 0.97696
H26 -4.47340 4.05903 0.50829

HOMO ... -9.50 eV
LUMO ... -2.73 eV
Energy ... -54029.65843 eV
Charge ... +1
HOMO-LUMO gap ... 6.78 eV

Just the Mulliken charges please, in e? Sure, here they are: 1.308 -0.029 0.518 -0.676 -0.346 -0.801 -0.114 -0.076 0.672 -0.801 -0.403 -0.951 0.128 0.019 0.088 0.366 0.425 0.416 0.315 0.376 0.421 0.457 0.263 -0.864 0.116 -1.010 -0.063 -0.805 0.340 0.350 0.288 0.379 0.323 0.311 0.601 -1.159 -0.430 -0.191 -0.307 -0.093 -0.198 -0.158 0.593 -1.144 0.397 0.236 0.284 0.457 0.294 -0.372 0.366 0.154 0.388 0.341


Record 2
An isolated molecule of C17H26O5. Source: OMol25; level of theory: ωB97M-V with the def2-TZVPD basis set.

Atoms and positions in Å:
C1 3.91791 -0.88907 0.45504
C2 3.32562 0.02574 -0.41106
C3 3.95520 0.98120 -1.27345
O1 5.16361 1.25044 -1.24929
O2 3.01911 1.55990 -2.05667
C4 1.73547 0.91857 -1.87008
C5 0.60691 1.99411 -2.05390
C6 -0.81627 1.45135 -1.81164
C7 -1.36872 0.88711 -3.14547
C8 -1.03740 0.41334 -0.64307
C9 -2.56107 0.23972 -0.31256
C10 -2.85167 -0.73797 0.79347
O3 -4.16990 -0.59682 1.28626
O4 -2.15325 -0.35108 1.96088
C11 -0.73567 -0.29789 1.80199
O5 -0.17454 -1.54476 1.36394
C12 -0.44146 -2.64286 2.21244
C13 0.14005 -3.90173 1.61498
C14 -0.34928 0.81571 0.72625
C15 -0.78707 2.20931 1.22463
C16 1.18499 0.88988 0.63160
C17 1.82832 0.14498 -0.53416
H1 4.98051 -0.94263 0.62057
H2 3.32087 -1.49058 1.09507
H3 1.54798 0.17302 -2.64374
H4 0.64157 2.34704 -3.09921
H5 0.75757 2.87697 -1.40218
H6 -1.44034 2.34687 -1.57439
H7 -1.21931 1.54821 -4.01131
H8 -2.44732 0.68495 -3.13581
H9 -0.93837 -0.09144 -3.40071
H10 -0.64278 -0.55022 -0.99112
H11 -3.09299 -0.12051 -1.17931
H12 -2.99713 1.21788 -0.05696
H13 -2.64975 -1.78884 0.45656
H14 -4.09831 -0.25482 2.17803
H15 -0.27886 -0.02000 2.75750
H16 0.03381 -2.50055 3.18380
H17 -1.49282 -2.76768 2.34245
H18 1.23558 -3.93520 1.53060
H19 -0.14013 -4.76649 2.26413
H20 -0.26070 -4.03982 0.61439
H21 -0.70329 2.97221 0.49002
H22 -1.81594 2.21775 1.57730
H23 -0.19778 2.50331 2.09965
H24 1.51430 1.93520 0.57956
H25 1.56520 0.47175 1.58921
H26 1.38755 -0.84556 -0.59427

Relative energy (zero: lowest compared OMol25 entry of this formula, charge and spin) ... 18.1 kcal per mole
HOMO ... -9.76 eV
LUMO ... 0.18 eV
SMILES string ... C=C1C(=O)O[C@@H]2C[C@@H](C)[C@@H]3C[C@H](O)O[C@@H](OCC)[C@@]3(C)C[C@H]12
Energy ... -28287.64705 eV
Charge ... 0
HOMO-LUMO gap ... 9.93 eV

Just the Mulliken charges please, in e? Sure, here they are: -1.173 -0.384 0.213 -0.638 -0.378 -0.045 -1.206 0.229 -1.672 -0.480 -0.852 0.402 -0.615 -0.495 -1.076 -0.097 -0.292 -1.267 2.467 -2.028 -1.848 1.102 0.389 0.324 0.281 0.469 0.190 0.303 0.443 0.391 0.359 0.602 0.448 0.113 0.289 0.339 0.717 0.261 0.356 0.270 0.394 0.320 0.388 0.415 0.475 0.461 0.390 0.744


Record 3
A cluster of 4 separate species, C17H27Br2NO6 in total. Source: OMol25; level of theory: ωB97M-V with the def2-TZVPD basis set.

Atoms and positions in Å:
C1 3.44578 -1.71922 -0.65792
C2 1.97745 -1.71620 -1.19132
C3 1.83479 -0.65327 -2.26516
O1 0.49883 -0.47980 -2.77068
C4 -0.36738 -0.12662 -1.78110
C5 -1.31652 -1.03102 -1.34408
C6 -2.18290 -0.71584 -0.34096
C7 -3.23374 -1.68047 0.18762
Br1 -2.74842 -2.34078 1.95973
C8 -3.59435 -2.79165 -0.82116
C9 -5.05009 -3.25898 -0.54333
Br2 -2.43889 -4.35394 -0.73132
C10 -2.13637 0.53107 0.27097
C11 -1.20896 1.40608 -0.16203
C12 -0.33038 1.10581 -1.19189
C13 0.53908 2.32286 -1.44842
O2 1.33857 2.51380 -2.33492
N1 0.15094 3.19056 -0.43460
C14 -0.92596 2.82266 0.34445
O3 -1.49592 3.41414 1.22457
H1 3.79562 -2.74833 -0.60038
H2 3.41420 -1.29986 0.35010
H3 4.10036 -1.08355 -1.26160
H4 1.75795 -2.71819 -1.57009
H5 1.33938 -1.55883 -0.31735
H6 2.45310 -0.96251 -3.11190
H7 2.26517 0.29604 -1.93109
H8 -1.34722 -1.99804 -1.83155
H9 -4.13094 -1.07884 0.32686
H10 -3.60634 -2.34900 -1.81662
H11 -4.99904 -4.06948 0.18527
H12 -5.55426 -3.57645 -1.45576
H13 -5.64984 -2.46422 -0.09231
H14 -2.83562 0.77236 1.06377
H15 0.57688 4.10291 -0.34036
C15 -3.77999 5.66306 -1.02870
O4 -4.63126 5.62731 0.11107
H16 -4.34147 6.07710 -1.86242
H17 -2.91196 6.29630 -0.82637
H18 -3.45436 4.64897 -1.27795
H19 -4.12135 5.25936 0.83871
C16 5.84120 -2.26129 2.68418
O5 4.72983 -3.04079 2.26434
H20 6.38060 -1.93585 1.79733
H21 5.50140 -1.38268 3.24011
H22 6.51123 -2.85487 3.31224
H23 4.25970 -3.32179 3.05330
C17 2.27646 1.02036 2.47142
O6 3.27988 0.13606 1.97693
H24 1.35187 0.45761 2.57773
H25 2.56574 1.42093 3.44616
H26 2.11532 1.84510 1.77084
H27 4.09221 0.64191 1.88562

Relative energy (zero: lowest compared OMol25 entry of this formula, charge and spin) ... 0.0 kcal per mole
HOMO ... -9.60 eV
LUMO ... -0.55 eV
SMILES string ... CCCOc1cc([C@H](Br)[C@H](C)Br)cc2c1C(=O)NC2=O.CO.CO.CO
Energy ... -171926.18200 eV
Charge ... 0
HOMO-LUMO gap ... 9.05 eV

Just the Mulliken charges please, in e? Sure, here they are: -0.957 0.039 -0.798 -0.581 -0.833 -0.037 1.296 -0.375 -0.042 -0.440 -1.336 -0.063 -1.005 0.231 1.081 -0.222 -0.607 0.095 -0.108 -0.617 0.322 0.063 0.389 0.267 0.210 0.361 0.271 0.381 0.621 0.586 0.378 0.368 0.338 0.540 0.220 -0.363 -0.517 0.262 0.219 0.096 0.306 -0.541 -0.456 0.221 0.222 0.305 0.268 -0.586 -0.458 0.213 0.348 0.184 0.240


Record 4
An isolated molecule of C17H27ClN2O3S2. Source: OMol25; level of theory: ωB97M-V with the def2-TZVPD basis set.

Atoms and positions in Å:
C1 1.17304 -2.28650 -3.90502
C2 0.00082 -1.84155 -3.04575
S1 0.38817 -0.23069 -2.31114
C3 -1.01805 -0.05669 -1.16338
C4 -2.34470 0.12628 -1.88191
C5 -0.73346 1.15262 -0.27014
O1 -1.31481 2.20798 -0.45766
N1 0.15718 1.02089 0.75243
C6 0.35129 2.19066 1.59702
C7 1.00118 -0.13003 1.01337
C8 2.46951 0.16059 0.70919
O2 3.31402 -0.89985 1.11432
C9 3.19998 -2.07890 0.33765
C10 2.48336 -3.16955 1.13096
N2 2.74150 -4.49888 0.59636
C11 3.79032 -5.27127 1.23626
C12 2.00215 -4.90518 -0.46006
O3 1.21180 -4.15901 -1.02542
C13 2.17008 -6.31472 -0.93572
C14 2.66968 -6.64879 -2.23594
C15 3.16048 -5.62636 -3.21335
C16 2.64020 -7.99040 -2.45254
S2 2.00183 -8.86716 -1.12380
C17 1.77716 -7.41635 -0.24283
Cl1 1.10229 -7.44022 1.33480
H1 0.93807 -3.23686 -4.38589
H2 1.39363 -1.55693 -4.68568
H3 2.06713 -2.42491 -3.29581
H4 -0.90029 -1.75235 -3.65168
H5 -0.17047 -2.56158 -2.24578
H6 -1.05016 -0.96367 -0.55489
H7 -3.15138 0.24365 -1.15700
H8 -2.31654 1.01786 -2.50356
H9 -2.56407 -0.74148 -2.50272
H10 -0.61216 2.63383 1.83872
H11 0.84986 1.87888 2.51375
H12 0.95421 2.95516 1.10284
H13 0.90933 -0.41279 2.06741
H14 0.67001 -0.97238 0.41129
H15 2.58382 0.36796 -0.35989
H16 2.80230 1.03503 1.26879
H17 2.67856 -1.88733 -0.60468
H18 4.21317 -2.42108 0.10474
H19 2.85074 -3.14474 2.15767
H20 1.40731 -2.99958 1.14413
H21 4.01381 -6.16266 0.65755
H22 4.69792 -4.66860 1.30520
H23 3.49240 -5.56932 2.24358
H24 3.97253 -5.03366 -2.78638
H25 3.52844 -6.10193 -4.12111
H26 2.36029 -4.93575 -3.47691
H27 2.96254 -8.51501 -3.33798

Relative energy (zero: lowest compared OMol25 entry of this formula, charge and spin) ... 0.9 kcal per mole
HOMO ... -8.52 eV
LUMO ... 0.53 eV
SMILES string ... CCS[C@H](C)C(=O)N(C)CCOCCN(C)C(=O)c1c(C)csc1Cl
Energy ... -61383.20684 eV
Charge ... 0
HOMO-LUMO gap ... 9.05 eV

Just the Mulliken charges please, in e? Sure, here they are: -1.353 -0.102 -0.145 0.620 -1.613 0.108 -0.679 0.231 -1.194 -0.118 -0.334 -0.485 -0.193 -1.084 0.408 -1.113 0.736 -0.614 -0.769 0.136 -0.867 -0.736 -0.218 1.053 -0.209 0.317 0.470 0.255 0.440 0.203 0.339 0.405 0.312 0.453 0.359 0.386 0.339 0.290 -0.394 0.319 0.381 0.161 0.430 0.495 0.308 0.422 0.348 0.313 0.319 0.409 -0.015 0.470


| no. | F_max (eV Å⁻¹) |
| --- | --- |
| 1 | 0.6 |
| 2 | 4.9 |
| 3 | 2.3 |
| 4 | 0.1 |